A cluster of 15 separate species, C37H91N12O18 in total. Source: the Open Molecules 2025 dataset; level of theory: ωB97M-V with the def2-TZVPD basis set.

```
! wB97M-V def2-TZVPD RIJCOSX def2/J DEFGRID3
* xyz 1 1
C 0.330 -18.036 27.278
C 1.029 -19.376 26.900
C -0.037 -20.432 26.582
C 0.476 -21.736 25.937
C 1.075 -21.346 24.513
C 2.177 -20.302 24.647
N 1.739 -19.129 25.610
O 2.016 -17.837 25.218
C 2.418 -19.600 23.255
C 3.558 -20.863 25.074
C 1.964 -19.900 28.054
H 1.000 -17.385 27.840
H -0.404 -18.273 28.048
H -0.300 -17.552 26.531
H -0.845 -20.074 25.944
H -0.393 -20.721 27.571
H -0.259 -22.527 25.783
H 1.270 -22.151 26.557
H 0.356 -20.839 23.870
H 1.448 -22.229 23.995
H 2.885 -20.329 22.594
H 3.117 -18.765 23.300
H 1.554 -19.201 22.723
H 4.295 -20.080 25.253
H 3.976 -21.609 24.398
H 3.464 -21.416 26.009
H 2.392 -20.864 27.776
H 1.320 -19.947 28.932
H 2.827 -19.299 28.338
C 0.045 -17.822 35.408
C -1.410 -17.386 35.623
O -1.826 -16.509 34.539
O 0.885 -16.729 35.645
H 0.106 -18.163 34.375
H 0.294 -18.610 36.119
H -1.693 -16.820 36.510
H -2.134 -18.200 35.588
H -2.512 -15.884 34.784
H 0.294 -16.049 35.313
C -3.434 -24.475 20.876
C -3.160 -24.171 19.415
O -4.200 -23.281 18.961
O -4.665 -25.365 21.031
H -3.410 -23.524 21.409
H -2.675 -25.147 21.279
H -3.243 -24.914 18.622
H -2.141 -23.783 19.399
H -4.292 -23.304 18.006
H -5.434 -24.931 20.654
C 0.396 -19.619 16.566
C 0.738 -18.222 16.054
O 1.137 -17.409 17.163
O -0.043 -20.539 15.458
H -0.420 -19.639 17.288
H 1.228 -20.143 17.038
H -0.076 -17.751 15.505
H 1.495 -18.357 15.281
H 1.020 -16.517 16.828
H 0.027 -21.439 15.786
O -2.746 -16.862 22.296
C -2.474 -15.645 22.228
N -1.334 -15.241 21.670
C -3.423 -14.709 22.789
H -0.772 -15.874 21.118
H -1.336 -14.263 21.417
H -2.976 -13.800 23.190
H -4.104 -15.134 23.526
H -4.105 -14.390 22.001
O -5.007 -18.529 28.752
C -5.213 -18.941 29.903
N -5.051 -20.261 30.134
C -5.503 -18.055 31.071
H -4.867 -20.493 31.100
H -4.851 -20.952 29.425
H -5.044 -17.072 30.975
H -5.306 -18.584 32.003
H -6.572 -17.882 31.196
O 0.304 -9.924 28.158
C 0.313 -10.613 29.214
N 1.118 -10.339 30.202
C -0.757 -11.700 29.451
H 1.902 -9.717 30.062
H 1.322 -11.103 30.831
H -0.437 -12.469 30.153
H -1.332 -11.819 28.532
H -1.472 -11.138 30.051
O 3.648 -25.302 28.783
C 3.200 -26.364 29.179
N 3.791 -27.537 28.881
C 2.065 -26.458 30.107
H 3.219 -28.368 28.831
H 4.707 -27.573 28.458
H 2.325 -26.122 31.111
H 1.690 -27.478 30.192
H 1.279 -25.802 29.733
O 3.283 -22.503 33.659
C 4.197 -22.583 34.443
N 5.064 -21.629 34.711
C 4.561 -23.941 35.027
H 5.894 -21.899 35.218
H 4.979 -20.739 34.241
H 4.408 -24.801 34.374
H 4.102 -24.132 35.997
H 5.642 -23.945 35.171
O 5.054 -14.934 27.998
C 5.167 -14.117 28.879
N 5.359 -12.858 28.726
C 4.936 -14.464 30.316
H 5.147 -12.104 29.363
H 5.464 -12.506 27.785
H 5.795 -15.023 30.688
H 4.028 -15.067 30.326
H 4.762 -13.650 31.018
O 9.739 -18.121 24.280
C 10.133 -18.394 25.406
N 9.376 -18.081 26.394
C 11.451 -19.162 25.630
H 9.636 -18.334 27.336
H 8.673 -17.368 26.257
H 11.231 -19.972 26.327
H 12.317 -18.653 26.052
H 11.828 -19.559 24.688
O 6.197 -21.724 17.660
C 6.457 -20.774 18.338
N 6.757 -20.850 19.623
C 6.506 -19.366 17.635
H 6.739 -21.838 19.833
H 6.832 -20.116 20.313
H 6.563 -18.504 18.299
H 5.672 -19.244 16.944
H 7.305 -19.087 16.948
O -7.600 -22.287 25.494
C -7.460 -21.601 24.561
N -6.752 -20.501 24.722
C -8.210 -21.703 23.234
H -6.388 -20.204 25.616
H -6.344 -20.103 23.889
H -9.060 -21.021 23.233
H -8.610 -22.672 22.937
H -7.584 -21.339 22.419
O 2.064 -26.056 19.946
C 3.075 -26.272 20.665
N 4.225 -25.888 20.231
C 2.960 -27.248 21.830
H 4.271 -25.321 19.396
H 5.049 -26.351 20.588
H 1.966 -27.650 21.632
H 2.911 -26.558 22.673
H 3.600 -28.120 21.964
O 6.222 -14.519 20.747
C 5.509 -14.378 21.658
N 5.868 -14.877 22.832
C 4.135 -13.750 21.617
H 5.146 -14.931 23.536
H 6.717 -15.424 22.846
H 4.216 -12.665 21.555
H 3.442 -14.160 22.352
H 3.777 -14.129 20.660
*
```

Its HOMO energy is -10.7 eV. The energy above the lowest of the compared OMol25 structures with the same formula, charge and spin is 713.7 kJ/mol. The calculation puts the total energy at -3475.41223 Eh.

A cluster of 10 separate species, C37H91N3O13 in total. Source: the Open Molecules 2025 dataset; level of theory: ωB97M-V with the def2-TZVPD basis set.

```
! wB97M-V def2-TZVPD RIJCOSX def2/J DEFGRID3
* xyz 0 1
C 2.621 -4.860 -1.786
C 1.368 -4.925 -0.856
C 1.439 -6.362 -0.181
C 1.525 -3.814 0.245
C 0.309 -3.760 1.188
C -0.843 -3.451 0.276
C -1.136 -4.445 -0.931
C -1.890 -5.684 -0.312
C -2.030 -3.775 -1.964
N 0.095 -4.684 -1.606
O -0.009 -5.652 -2.603
H 2.555 -5.647 -2.561
H 2.718 -4.004 -2.360
H 3.510 -5.097 -1.234
H 1.497 -7.231 -0.891
H 2.406 -6.403 0.335
H 0.638 -6.513 0.507
H 2.378 -3.990 0.937
H 1.670 -2.786 -0.195
H 0.229 -4.684 1.772
H 0.326 -2.882 1.878
H -0.502 -2.537 -0.207
H -1.799 -3.230 0.745
H -2.914 -5.363 -0.223
H -1.540 -5.890 0.733
H -1.886 -6.505 -1.055
H -3.016 -3.513 -1.585
H -2.083 -4.409 -2.818
H -1.581 -2.836 -2.153
H 0.073 -6.490 -2.087
C -5.080 4.469 1.801
C -4.541 3.062 1.998
C -4.363 2.458 0.577
C -3.206 3.075 2.742
C -3.440 3.528 4.247
C -4.287 2.313 4.782
C -5.725 2.246 4.140
C -6.424 0.942 4.559
C -6.521 3.400 4.678
N -5.420 2.155 2.711
O -6.629 2.066 1.992
H -4.472 4.995 1.072
H -6.074 4.484 1.439
H -5.146 5.024 2.734
H -3.993 1.440 0.677
H -5.261 2.327 0.017
H -3.679 3.058 0.055
H -2.732 2.061 2.662
H -2.491 3.724 2.178
H -2.481 3.671 4.823
H -4.114 4.352 4.184
H -4.374 2.431 5.898
H -3.750 1.358 4.652
H -6.559 0.874 5.610
H -5.879 0.042 4.186
H -7.438 0.948 4.115
H -6.752 3.198 5.751
H -7.452 3.545 4.073
H -6.011 4.340 4.597
H -6.492 1.216 1.581
C 4.075 2.172 -1.162
C 5.120 1.097 -1.553
C 4.391 0.020 -2.435
C 6.178 1.733 -2.447
C 7.399 0.787 -2.537
C 7.937 0.310 -1.184
C 6.846 -0.332 -0.319
C 6.423 -1.725 -0.875
C 7.436 -0.448 1.093
N 5.725 0.652 -0.318
O 4.574 0.020 0.367
H 3.547 2.475 -2.086
H 3.322 1.795 -0.422
H 4.568 3.048 -0.700
H 3.755 0.606 -3.111
H 5.049 -0.628 -2.973
H 3.719 -0.636 -1.881
H 5.768 1.833 -3.449
H 6.442 2.674 -1.951
H 7.266 -0.118 -3.151
H 8.120 1.364 -3.090
H 8.262 1.157 -0.610
H 8.783 -0.342 -1.461
H 6.494 -1.830 -2.006
H 5.478 -2.056 -0.551
H 7.158 -2.487 -0.540
H 7.537 0.546 1.461
H 8.406 -0.960 1.091
H 6.759 -0.976 1.853
H 4.495 0.543 1.175
O -1.225 4.246 -3.743
C -0.677 3.258 -2.827
C 0.473 3.922 -2.070
O -0.193 4.964 -1.375
H -1.276 5.022 -3.184
H -1.423 2.956 -2.093
H -0.243 2.449 -3.430
H 1.257 4.316 -2.791
H 0.933 3.150 -1.411
H 0.343 5.364 -0.714
O -3.244 -0.642 -2.476
C -3.416 0.805 -2.617
C -3.045 1.210 -4.050
O -3.379 2.581 -4.073
H -2.395 -0.968 -2.802
H -4.546 0.910 -2.451
H -2.768 1.227 -1.876
H -3.615 0.700 -4.827
H -1.975 0.936 -4.159
H -2.547 3.086 -4.028
O 0.525 0.438 -1.683
C -0.338 0.573 -0.582
C 0.437 0.589 0.686
O 1.185 -0.612 0.798
H 0.744 -0.527 -1.875
H -0.864 1.501 -0.667
H -1.136 -0.210 -0.538
H -0.207 0.632 1.529
H 1.044 1.506 0.668
H 2.013 -0.559 0.308
C 1.741 3.531 2.152
O 2.850 2.747 2.415
H 0.864 3.151 2.716
H 1.929 4.473 2.684
H 1.470 3.599 1.109
H 3.568 3.308 2.163
C 2.092 0.648 4.527
O 1.210 -0.147 3.789
H 3.086 0.174 4.663
H 2.261 1.597 4.025
H 1.670 0.910 5.464
H 1.489 -0.078 2.876
C -5.159 -2.414 0.449
O -4.986 -1.141 -0.190
H -4.921 -2.375 1.486
H -6.191 -2.716 0.241
H -4.462 -3.085 -0.044
H -4.315 -1.272 -0.875
C 0.038 -2.517 -4.151
O 0.879 -2.358 -2.993
H -0.785 -1.781 -4.164
H 0.560 -2.204 -5.046
H -0.427 -3.463 -4.332
H 0.717 -3.084 -2.374
*
```

Its HOMO energy is -8.2 eV. The calculation puts the total energy at -2606.43459 Eh. Its structure (SMILES) is CC1(C)CCCC(C)(C)N1O.CC1(C)CCCC(C)(C)N1O.CC1(C)CCCC(C)(C)N1O.OCCO.OCCO.OCCO.CO.CO.CO.CO.